Computed, not measured: the molecule C23H26N4O5 at a distorted geometry, with wB97M-V/def2-TZVPD.

Summary:
F_max = 1.7 eV/Å
LUMO level = 0.6 eV
Calculated total energy = -40470.2514 eV
Relative energy (zero: lowest compared OMol25 entry of this formula, charge and spin) = 93.2 kcal per mole
SMILES = CCc1nn([C@@H](C)C(=O)NCCc2ccc(OC)c(OC)c2)c(=O)c2cc3occc3n12
Kohn-Sham gap = 8.53 eV

Element x y z (Å)
C1 -1.526 0.039 -3.122
C2 -1.240 1.508 -2.814
C3 -0.636 1.658 -1.456
N1 -1.374 2.010 -0.476
N2 -0.867 2.177 0.757
C4 -1.826 2.529 1.802
C5 -3.065 3.182 1.218
C6 -2.189 1.232 2.563
O1 -3.227 0.631 2.382
N3 -1.236 0.870 3.438
C7 -1.244 -0.405 4.113
C8 -0.087 -1.288 3.636
C9 -0.076 -1.548 2.151
C10 -1.225 -1.874 1.454
C11 -1.167 -2.189 0.105
C12 0.039 -2.196 -0.572
O2 0.194 -2.543 -1.889
C13 -0.796 -3.361 -2.465
C14 1.214 -1.842 0.121
O3 2.366 -1.875 -0.612
C15 3.592 -1.842 0.077
C16 1.136 -1.520 1.465
C17 0.463 2.035 1.075
O4 0.871 2.213 2.220
C18 1.298 1.670 -0.041
C19 2.667 1.470 -0.103
C20 2.916 1.084 -1.424
O5 3.936 0.716 -2.218
C21 3.380 0.459 -3.428
C22 2.031 0.652 -3.453
C23 1.708 1.064 -2.138
N4 0.712 1.434 -1.289
H1 -2.247 -0.346 -2.405
H2 -1.938 -0.061 -4.123
H3 -0.615 -0.550 -3.055
H4 -0.554 1.922 -3.556
H5 -2.170 2.076 -2.831
H6 -1.303 3.207 2.487
H7 -3.624 2.449 0.644
H8 -2.793 4.012 0.573
H9 -3.691 3.542 2.029
H10 -0.352 1.372 3.413
H11 -1.150 -0.241 5.192
H12 -2.211 -0.869 3.914
H13 -0.149 -2.245 4.164
H14 0.854 -0.812 3.920
H15 -2.184 -1.891 1.947
H16 -2.079 -2.451 -0.409
H17 -1.726 -2.815 -2.653
H18 -0.385 -3.697 -3.416
H19 -1.011 -4.229 -1.834
H20 3.655 -2.650 0.814
H21 4.358 -1.982 -0.684
H22 3.755 -0.882 0.575
H23 2.032 -1.258 2.006
H24 3.352 1.605 0.708
H25 4.050 0.141 -4.203
H26 1.386 0.504 -4.293